Entry 1:
126
Properties=species:S:1:pos:R:3:forces:R:3:lowdin_charge:R:1 method="wB97M-V/def2-TZVPD" smiles=ClC(Cl)(Cl)Cl.ClC(Cl)(Cl)Cl.ClC(Cl)(Cl)Cl.ClC(Cl)(Cl)Cl.c1cc[nH]c1.c1cc[nH]c1.c1cc[nH]c1.c1cc[nH]c1.CCN(CC)CC.CCN(CC)CC.CCN(CC)CC homo_energy_ev=-8.0302 orbital_gap_ev=7.9 fmax_ev_per_a=3.69 e_tot_ha=-9233.02357 de_lowest_ev=3.679
Cl 11.966190 -2.727740 -13.786780 -0.6 0.1 0.3 0.50
C 11.449150 -4.163680 -14.683480 0.2 -0.1 0.4 -1.98
Cl 11.645890 -3.743310 -16.397640 -0.6 -0.5 0.3 0.51
Cl 12.623790 -5.423010 -14.235840 -0.4 -0.2 -0.3 0.49
Cl 9.762250 -4.730890 -14.210790 1.4 0.7 -0.7 0.48
Cl 1.375190 7.813860 -0.564130 -0.3 0.3 0.7 0.53
C 2.020490 6.322050 -1.177460 0.3 0.0 -1.0 -2.04
Cl 0.708160 5.229880 -1.639440 0.1 -0.2 0.4 0.51
Cl 2.830160 6.781920 -2.720460 0.4 -0.4 0.4 0.47
Cl 3.147540 5.567150 -0.021950 -0.4 0.2 -0.5 0.52
Cl 17.503710 -2.163570 -0.402920 -0.5 -0.1 0.1 0.53
C 16.081370 -1.771550 0.553420 -0.8 0.6 0.5 -1.96
Cl 14.626220 -2.748330 0.184020 0.7 0.1 -0.3 0.49
Cl 16.417620 -2.067980 2.309180 0.0 0.5 -0.9 0.48
Cl 15.618580 -0.026080 0.210300 0.5 -1.1 0.5 0.46
Cl 3.091040 -4.412210 -9.270070 0.2 0.2 -0.7 0.52
C 2.246170 -4.442150 -7.740190 0.1 0.1 -0.2 -2.09
Cl 3.144310 -3.429550 -6.612530 0.1 -0.2 0.4 0.52
Cl 0.639850 -3.741900 -7.918630 -0.2 -0.2 0.0 0.52
Cl 2.173900 -6.140040 -7.262800 -0.2 0.2 0.5 0.53
C 19.397660 3.758010 -4.768320 -1.4 0.7 0.0 -0.12
C 20.419700 4.203670 -5.614490 0.1 0.0 -1.4 -0.12
C 19.811810 4.761820 -6.737250 0.0 0.7 0.7 -0.14
N 18.455430 4.800290 -6.517680 0.6 -0.5 0.4 0.00
C 18.188380 4.197140 -5.314780 0.5 -0.5 0.3 -0.14
H 19.512180 3.237910 -3.828750 -0.1 0.1 -0.1 0.09
H 21.479980 4.117060 -5.428190 -0.1 -0.1 -0.2 0.09
H 20.168490 5.306510 -7.598930 0.4 -0.3 0.1 0.10
H 17.809620 5.221170 -7.170280 0.0 -0.2 0.4 0.15
H 17.194760 4.124430 -4.897860 0.0 0.0 -0.3 0.10
C 10.937000 6.742300 -1.285420 2.3 -0.2 1.1 -0.15
C 9.743990 7.287510 -1.624360 -2.8 2.2 1.0 -0.13
C 9.222690 7.971200 -0.474030 0.7 -1.9 -0.5 -0.10
N 10.088540 7.668030 0.570670 0.8 0.5 -1.6 -0.01
C 11.216360 7.060160 0.040520 -0.8 -1.2 0.2 -0.13
H 11.580440 6.236450 -1.990040 0.1 -0.1 0.3 0.10
H 9.312650 7.183430 -2.609000 -0.3 0.4 0.2 0.09
H 8.316860 8.517080 -0.255260 0.0 -0.1 -0.3 0.09
H 9.968430 7.894410 1.547620 0.0 0.2 -0.4 0.14
H 12.008220 6.669220 0.662240 -0.1 0.3 0.1 0.10
C 0.529830 3.511740 -11.527410 -1.4 -1.5 0.2 -0.13
C 1.653820 4.283430 -11.654330 2.5 1.3 -0.5 -0.14
C 2.519660 3.690600 -12.555550 -0.8 -1.3 -1.1 -0.11
N 1.863990 2.527850 -13.037240 0.8 1.6 1.3 0.01
C 0.702520 2.424210 -12.346440 -0.9 -0.7 -0.7 -0.17
H -0.326050 3.665480 -10.886930 0.1 0.1 -0.1 0.10
H 1.874370 5.218160 -11.160320 -0.1 -0.1 0.0 0.09
H 3.470740 3.933640 -13.005850 -0.1 0.3 0.4 0.10
H 2.214340 1.840750 -13.689360 0.0 0.3 0.2 0.14
H 0.043990 1.606650 -12.600070 -0.1 0.1 0.3 0.11
C 14.759150 6.988960 -10.458990 -2.1 0.6 1.0 -0.10
C 14.387060 7.920560 -9.412260 0.9 -1.2 0.4 -0.11
C 13.535360 7.249830 -8.527340 -0.4 0.9 -0.8 -0.13
N 13.147430 6.063140 -9.131680 1.0 1.1 0.5 0.01
C 13.882750 5.953560 -10.253040 0.6 -1.9 -1.7 -0.20
H 15.403080 7.142610 -11.312310 -0.1 0.0 0.2 0.09
H 14.856080 8.892670 -9.374440 -0.2 0.0 0.7 0.08
H 13.098470 7.528260 -7.579700 0.0 0.2 -0.2 0.10
H 12.452680 5.392240 -8.836160 0.3 0.3 0.1 0.15
H 13.740080 5.065370 -10.850650 0.1 0.0 -0.1 0.11
C 7.389710 4.388290 -8.127730 1.1 -0.7 0.4 -0.08
C 7.660740 3.086810 -7.333180 -0.7 0.7 0.3 -0.27
N 8.975330 2.448180 -7.492740 -0.3 0.4 -0.4 -0.18
C 9.428600 1.784250 -6.261850 -0.1 -0.8 -1.2 -0.26
C 10.874360 1.316490 -6.354170 0.0 0.2 0.9 -0.10
C 9.038750 1.618420 -8.716290 -0.1 -0.7 0.3 -0.23
C 8.161420 0.335590 -8.715900 -0.2 -0.2 0.5 -0.08
H 6.383530 4.772200 -7.959450 -0.2 -0.5 -0.3 0.07
H 7.579270 4.069650 -9.152730 -0.3 0.8 -0.3 0.06
H 8.039440 5.202970 -7.807990 0.4 -0.1 -0.3 0.06
H 7.485360 3.312770 -6.281380 0.2 -0.2 0.1 0.11
H 6.827310 2.456430 -7.643190 0.0 -0.6 0.2 0.10
H 9.265640 2.457580 -5.420320 0.2 0.0 -0.1 0.11
H 8.842990 0.879620 -6.098180 -0.4 -0.1 0.4 0.10
H 11.501420 2.177660 -6.585000 0.3 -0.3 -0.2 0.07
H 11.151200 0.937770 -5.370280 0.1 0.2 0.3 0.07
H 11.068090 0.440690 -6.973480 -0.2 0.4 -0.5 0.07
H 10.039980 1.209530 -8.852120 0.3 0.5 0.1 0.09
H 8.863290 2.272890 -9.570090 -0.2 -0.1 0.0 0.10
H 7.091760 0.478470 -8.562540 0.0 0.3 0.0 0.06
H 8.488930 -0.317970 -7.907390 0.0 0.1 0.3 0.06
H 8.245910 -0.336890 -9.569560 0.3 0.5 -0.5 0.07
C 5.141990 11.465830 -12.576380 0.0 0.1 -0.4 -0.08
C 5.642180 12.776540 -13.179520 0.2 0.0 0.5 -0.28
N 6.847920 12.618250 -13.995260 0.6 -0.4 -1.3 -0.19
C 6.971390 13.727140 -14.983840 -1.5 -0.1 -0.2 -0.22
C 5.717710 13.832580 -15.985160 1.3 -0.2 0.8 -0.08
C 8.094640 12.468840 -13.172650 -1.2 0.5 -0.3 -0.25
C 9.408390 12.173940 -13.885350 -0.6 0.0 -0.1 -0.09
H 5.961050 10.863230 -12.183810 -0.2 -0.1 0.0 0.06
H 4.622530 10.936470 -13.375160 0.2 -0.4 0.0 0.07
H 4.395570 11.620000 -11.797160 0.1 0.2 0.1 0.07
H 4.802360 13.191110 -13.737130 0.4 0.0 -0.4 0.09
H 5.816650 13.515080 -12.397080 0.2 0.3 0.5 0.11
H 7.171940 14.603880 -14.368040 -0.3 0.8 -0.3 0.10
H 7.804120 13.642190 -15.682010 0.3 -0.6 0.4 0.10
H 5.640380 12.837500 -16.423270 -0.4 -0.1 0.1 0.07
H 4.766030 14.168610 -15.573470 0.2 -0.2 0.3 0.05
H 5.912880 14.497500 -16.826530 0.4 0.2 0.2 0.06
H 7.907090 11.679640 -12.444570 0.0 0.0 -0.1 0.10
H 8.219250 13.390990 -12.605020 0.1 0.4 0.4 0.10
H 10.145400 12.011230 -13.098940 0.1 -0.3 -0.2 0.07
H 9.788520 12.993280 -14.495510 -0.2 0.1 0.0 0.06
H 9.283000 11.296790 -14.520160 0.3 -0.1 0.1 0.08
C 16.452200 -5.221490 -7.806960 -0.2 -0.2 0.7 -0.08
C 17.080960 -6.191290 -6.758210 -1.0 1.1 -0.9 -0.25
N 16.657720 -7.582330 -6.980110 0.7 0.0 1.0 -0.18
C 17.213630 -8.406660 -5.887790 -0.3 0.1 0.1 -0.27
C 16.526890 -8.153430 -4.574040 -0.5 0.1 0.7 -0.10
C 17.216980 -8.046100 -8.214780 -1.0 -0.2 -2.3 -0.29
C 16.692950 -9.440160 -8.686560 1.3 0.1 0.5 -0.08
H 16.686410 -4.173390 -7.620610 0.6 -0.1 0.1 0.07
H 15.372340 -5.224300 -7.658660 -0.1 -0.4 -0.3 0.07
H 16.694540 -5.452680 -8.844230 0.0 0.1 0.2 0.05
H 18.165490 -6.083030 -6.744680 0.4 -0.2 -0.1 0.11
H 16.733120 -5.807670 -5.799060 0.0 -0.4 0.1 0.10
H 17.150600 -9.475340 -6.092860 -0.4 0.1 -0.4 0.11
H 18.285000 -8.249140 -5.763490 0.5 0.3 -0.1 0.11
H 15.441500 -8.166980 -4.673310 -0.1 -0.3 -0.2 0.08
H 16.826970 -8.918210 -3.857690 -0.1 0.0 0.1 0.07
H 16.722770 -7.187130 -4.109280 0.4 0.0 -0.1 0.06
H 18.300060 -7.927150 -8.244420 0.6 -0.6 0.3 0.12
H 16.932570 -7.390020 -9.037450 -0.3 0.3 0.3 0.09
H 17.449650 -10.171540 -8.402680 -0.4 -0.4 0.3 0.06
H 16.642320 -9.555880 -9.769230 -0.1 0.5 -0.1 0.06
H 15.715910 -9.691140 -8.273650 0.1 0.1 0.1 0.08

***

Entry 2:
21
Properties=species:S:1:pos:R:3:forces:R:3:lowdin_charge:R:1 method="wB97M-V/def2-TZVPD" homo_energy_ev=-14.3560 orbital_gap_ev=9.7 fmax_ev_per_a=4.53 e_tot_ha=-705.70256 de_lowest_ev=1.725 charge=+1
C -0.511628 0.594945 1.496008 -0.2 0.0 -0.4 -0.41
C -1.384395 1.800581 1.644582 0.6 -2.4 0.6 0.04
C -0.508714 -1.741738 -1.498764 -2.5 2.7 2.6 -0.02
C 1.618287 0.809028 -1.441726 2.0 2.1 -0.6 -0.03
C -0.262507 -1.244144 -0.137820 3.6 -0.1 2.0 -0.58
N 0.394096 0.151966 2.247800 -0.3 -0.1 -0.3 0.11
N -0.749522 -0.104238 0.275606 -1.5 -0.9 -1.4 0.08
S 0.994552 -1.891552 0.892164 0.0 -1.9 -2.3 0.97
H -0.773272 2.565360 1.308314 0.8 2.2 -0.2 0.08
H -2.290003 1.752822 1.099036 -0.9 -0.1 -0.6 0.08
H -1.566018 1.719870 2.687515 -0.5 1.2 1.0 0.09
H 0.323723 -2.022610 -1.968445 3.3 -0.5 -2.2 0.06
H -1.104673 -2.546718 -1.414907 -1.9 -3.5 0.5 0.08
H -1.220897 -1.078916 -1.932074 0.2 0.9 -1.3 0.11
H 0.885625 0.334463 -1.997067 -1.4 -1.3 -1.0 -0.03
H 1.195786 1.844861 -1.277875 1.1 -0.8 -0.3 0.06
H 1.804480 0.353872 -0.503089 0.1 -0.4 0.8 -0.03
H 0.601833 0.661167 3.109340 -0.4 0.0 -0.3 0.11
H 2.589705 0.718252 -2.048686 -1.5 0.8 0.9 0.08
H -1.419751 0.201138 -0.436523 0.0 0.9 1.0 0.17
H 1.383292 -2.878409 -0.103390 -0.7 1.2 1.4 -0.01

***

Entry 3:
103
Properties=species:S:1:pos:R:3:forces:R:3:mulliken_spin:R:1 method="wB97M-V/def2-TZVPD" homo_energy_ev="-6.5267 / -7.7611" s_squared=30.00 orbital_gap_ev="7.8 / 9.0" fmax_ev_per_a=2.50 e_tot_ha=-6303.75341 spin_multiplicity=11 charge=-1
Mn -3.080183 0.711815 -0.865034 -0.3 0.0 0.3 4.75
Mn 0.655175 -2.144956 0.285630 -0.6 -0.6 -0.5 4.77
B -1.175073 -0.529460 -0.139052 0.5 0.3 0.0 -0.23
H -1.090632 0.593825 -0.458385 0.6 0.9 -0.2 0.07
H -0.543814 -1.145646 -0.898230 0.4 -0.6 -1.2 0.09
H -0.734226 -0.677355 0.922070 0.3 0.3 1.5 0.14
H -2.276339 -0.888586 -0.153898 -0.9 -1.1 0.1 0.04
C 1.248587 0.241309 -4.149265 0.0 0.2 0.2 0.00
C 0.393951 -0.964053 -4.445355 -0.9 0.8 0.2 0.01
N 1.125991 -1.869254 -5.320995 -0.2 -0.6 1.2 0.00
C 1.525563 -3.119737 -4.935013 -0.9 -0.4 0.6 0.00
C 1.980033 -3.743050 -6.039150 0.6 0.0 -0.1 0.00
N 1.940154 -2.810152 -7.048207 0.3 -0.5 -0.6 0.00
C 1.407181 -1.694535 -6.589347 -0.5 0.4 -0.3 0.00
C 2.319246 -3.044667 -8.415880 -0.1 -0.4 -0.8 0.00
H 1.619327 0.725974 -5.055221 -0.2 0.1 0.0 0.00
H 2.113837 -0.067682 -3.558793 -0.1 0.0 0.1 0.00
H 0.653783 0.936288 -3.561995 0.1 0.2 0.0 0.00
H -0.580287 -0.762546 -4.901734 0.3 0.4 -0.3 0.00
H 0.063112 -1.415337 -3.507573 0.6 -0.6 -0.1 0.00
H 1.273462 -3.480843 -3.943491 0.3 -0.1 0.0 0.00
H 2.317472 -4.745464 -6.218457 0.1 0.0 0.1 0.00
H 1.091661 -0.875505 -7.208026 0.2 0.2 0.1 0.00
H 1.991581 -4.045086 -8.694588 0.0 0.0 0.0 0.00
H 3.389706 -2.991947 -8.604595 0.1 0.2 0.3 0.00
H 1.815466 -2.340755 -9.072838 0.0 0.1 0.1 0.00
C 0.082924 -0.146855 4.786870 0.8 -1.0 -1.2 0.00
N -1.392117 -0.122994 4.785839 0.2 -0.3 1.5 0.00
C -1.895989 1.222969 4.420364 -0.2 -0.5 0.6 0.00
C -1.872692 -1.153681 3.844825 -1.8 1.0 -1.4 -0.01
C -1.783656 -0.484865 6.187364 -0.4 -0.8 0.4 0.00
C -3.220694 -0.233893 6.612720 -0.2 0.6 0.0 0.00
O -4.187081 -0.846114 5.802451 -0.2 0.0 -0.1 0.00
H 0.425568 0.012538 3.763411 0.0 0.5 0.2 0.00
H 0.405709 -1.180010 4.940581 -0.1 0.1 0.4 0.00
H 0.511351 0.534522 5.511130 -0.1 0.2 0.0 0.00
H -1.539880 1.455451 3.424024 -0.1 0.2 -0.1 0.00
H -1.532382 1.884855 5.205187 0.2 0.3 -0.3 0.00
H -2.977423 1.172868 4.498236 -0.1 0.2 -0.5 0.00
H -2.949669 -1.010471 3.740985 0.0 0.1 0.0 0.00
H -1.745980 -2.182796 4.143919 0.9 0.1 0.1 0.00
H -1.466247 -0.837454 2.885661 0.2 -0.8 -0.2 0.01
H -1.088202 0.000468 6.871302 -0.1 0.1 0.0 0.00
H -1.612999 -1.563448 6.237234 0.2 0.1 0.1 0.00
H -3.446714 0.836255 6.569021 0.0 -0.1 0.0 0.00
H -3.340847 -0.509217 7.666483 0.3 -0.1 0.0 0.00
H -4.231008 -1.798778 5.940949 0.1 0.0 0.0 0.00
C 1.855449 5.286845 0.301274 0.0 -0.1 -0.4 0.00
N 2.374511 4.245510 1.223599 0.1 0.9 0.3 0.00
C 3.062081 4.936589 2.336185 0.0 0.5 -0.2 0.00
C 1.238986 3.474525 1.806655 -0.1 -0.3 -1.0 -0.01
C 3.381102 3.367127 0.553277 -0.7 -0.3 0.3 0.00
C 2.927223 2.847976 -0.801787 1.1 0.0 0.1 0.00
O 3.199939 3.797928 -1.833702 0.1 0.1 0.1 0.00
H 1.278902 5.967009 0.912748 -0.3 0.2 -0.2 0.00
H 1.264206 4.819501 -0.473956 -0.4 -0.1 0.0 0.00
H 2.666318 5.793163 -0.217605 0.2 0.0 0.3 0.00
H 2.419553 5.705746 2.760557 -0.3 -0.3 0.2 0.00
H 3.890808 5.485060 1.892807 0.4 -0.3 0.3 0.00
H 3.332352 4.183423 3.066142 0.3 0.1 0.1 0.00
H 0.509177 4.205660 2.113420 -0.3 0.0 0.4 0.00
H 1.607548 2.785574 2.558668 -0.1 0.4 0.1 0.00
H 0.823251 2.858261 1.009876 -0.2 0.0 0.0 0.01
H 3.527517 2.570217 1.282936 0.2 -0.2 -0.3 0.00
H 4.289326 3.956464 0.447208 0.1 0.0 -0.1 0.00
H 1.875408 2.590346 -0.861868 0.0 -0.3 0.1 0.00
H 3.569793 1.971448 -0.900681 -0.5 -0.3 -0.5 0.00
H 4.053898 3.575207 -2.213623 -0.1 0.0 -0.1 0.00
B -0.023952 -3.793550 2.428138 0.6 -1.0 0.6 0.02
F 1.187049 -3.759905 1.695857 0.2 -0.2 0.2 0.01
F 0.242142 -3.241979 3.725793 -0.5 0.1 -0.5 0.00
F -0.880517 -2.953332 1.650212 -0.3 -0.3 0.8 0.00
F -0.460634 -5.101995 2.568029 -0.2 0.8 -0.1 0.00
B -1.147518 -4.319264 -1.544935 -1.0 0.0 -0.6 0.02
F -2.130535 -3.325435 -1.487897 0.7 -0.2 0.1 0.00
F 0.065672 -3.868549 -0.870168 -0.2 0.0 0.0 0.03
F -1.617622 -5.489822 -0.952225 0.6 0.3 -0.3 0.00
F -0.780217 -4.517156 -2.918664 0.2 0.0 0.5 0.00
B -2.666757 3.230553 -0.327456 0.8 -0.4 -0.1 -0.01
F -2.265624 4.455190 0.184612 -0.3 -0.4 0.0 0.00
F -2.610132 2.149502 0.642941 -0.3 1.2 0.9 0.02
F -3.929844 3.181547 -0.896677 0.1 0.3 0.3 0.01
F -1.713470 2.716940 -1.260338 -0.1 0.7 -0.6 0.01
B 2.882357 -2.617704 -1.377129 0.7 0.8 -0.2 0.01
F 2.769284 -2.792595 0.023263 0.7 -0.6 -0.2 0.01
F 4.019342 -1.851558 -1.702069 -0.3 -0.4 0.1 0.00
F 2.826392 -3.753520 -2.161949 0.0 0.1 0.4 0.00
F 1.721591 -1.796397 -1.588124 -0.4 0.4 -1.0 0.01
B -4.889987 -0.741094 0.577911 -0.6 -1.0 1.1 0.02
F -6.125947 -0.535701 1.191907 0.3 0.1 -0.4 0.00
F -3.918695 0.126734 1.201394 -0.4 0.0 -0.2 0.03
F -4.472506 -2.051056 0.697608 -0.1 0.3 0.0 0.00
F -4.915852 -0.368534 -0.807083 -0.1 0.1 0.3 0.03
B 2.362471 0.008088 1.731226 0.9 -0.4 0.0 0.01
F 2.134926 0.560238 0.454193 -0.2 -0.3 0.6 0.03
F 3.675585 -0.416223 1.884171 -0.4 0.3 -0.1 0.00
F 2.133522 1.035569 2.715836 -0.2 -0.8 -0.1 0.00
F 1.486562 -1.136452 1.942789 0.5 1.5 0.3 0.01
B -3.336476 0.305361 -3.549505 -1.2 0.3 -1.9 0.01
F -4.005083 -0.801782 -4.049428 0.2 0.4 0.4 0.00
F -4.209344 1.161387 -2.789552 0.4 -0.2 -0.1 0.02
F -2.342279 -0.071589 -2.626410 0.8 -0.3 -0.5 0.04
F -2.797990 1.048527 -4.629492 0.2 -0.3 0.7 0.00